Record 1
Here is a structure of composition C13H16AlI2N3O in a non-equilibrium geometry from the OMol25 dataset. Energies are from ωB97M-V/def2-TZVPD.

Each line ends with the natural charge from an NBO analysis.
Atoms and positions in Å:
I 3.43 0.14 -0.61  -0.9116
I -3.43 -0.26 0.06  -0.5248
Al -0.88 0.12 0.04  1.4921
O -0.35 2.47 -0.08  -0.6940
N -0.08 -1.79 -2.29  -0.3637
N -0.60 0.15 -3.02  -0.3687
N -0.19 -0.04 1.71  -1.1693
C -0.22 0.42 2.93  0.2157
C -1.08 1.50 -3.13  -0.4019
C 1.81 2.15 -1.07  -0.7926
C 0.46 1.66 -0.52  0.1680
C -1.20 2.01 4.58  -0.2111
C 0.45 -0.22 4.07  -0.3171
C -0.45 -0.68 -4.13  -0.0919
C -0.59 1.33 5.64  -0.3958
C 0.25 0.22 5.38  -0.2264
C -0.99 1.58 3.28  -0.3250
C 0.12 -2.93 -1.41  -0.4091
C -0.33 -0.51 -1.84  0.1004
C -0.13 -1.91 -3.66  -0.0694
H 0.93 -2.69 -0.71  0.2672
H -1.46 2.12 2.46  0.1991
H 2.56 2.40 -0.29  0.2609
H 1.08 -1.08 3.85  0.1916
H -1.82 2.88 4.78  0.1732
H 2.10 1.53 -1.95  0.2284
H -0.73 1.66 6.68  0.1642
H -1.82 1.71 -2.33  0.2452
H 0.03 -2.81 -4.21  0.2106
H 0.39 -3.81 -2.01  0.1902
H 0.73 -0.30 6.21  0.1721
H -1.58 1.60 -4.11  0.1871
H -0.26 2.22 -3.07  0.2283
H -0.78 -3.16 -0.85  0.2144
H -0.61 -0.31 -5.13  0.2107
H 1.65 3.13 -1.55  0.1530

Computed properties:
**2S+1**: 1
**E_HOMO**: 0.48 eV
**Gap between HOMO and LUMO**: 3.67 eV
**Lowest unoccupied orbital energy**: 4.153 eV
**Total charge**: -2


Record 2
Here is a structure of composition C3H4IN in a non-equilibrium geometry from the OMol25 dataset. Energies are from ωB97M-V/def2-TZVPD.

Each line ends with the natural charge from an NBO analysis.
Atoms and positions in Å:
I 2.31 -0.70 0.02  0.2134
N 0.52 2.63 0.49  -0.2617
C -1.11 -1.11 0.49  -0.4865
C 0.78 0.49 -0.78  -0.4119
C 0.66 1.64 -0.06  0.1320
H 0.35 0.32 -1.80  0.2615
H -1.04 -0.53 1.42  0.1821
H -0.34 -1.78 0.13  0.1889
H -2.13 -0.97 0.10  0.1821

Computed properties:
**2S+1**: 1
**E_HOMO (spin up / spin down)**: -9.12 / -9.05 eV
**Gap between HOMO and LUMO (spin up / spin down)**: 7.60 / 8.80 eV
**Lowest unoccupied orbital energy (spin up / spin down)**: -1.514 / -0.249 eV


Record 3
Here is a cluster of 2 separate species, C5H13NO2 in total in a non-equilibrium geometry from the OMol25 dataset. Energies are from ωB97M-V/def2-TZVPD.

Each line ends with the natural charge from an NBO analysis.
Atoms and positions in Å:
O -0.98 -1.29 -2.02  -0.7222
O 3.48 1.11 -1.11  -0.9367
N 0.00 1.58 -0.77  -0.8367
C -0.85 0.47 1.25  -0.4576
C -0.74 -0.76 2.08  -0.1892
C 0.41 -1.26 2.50  -0.3810
C -1.49 -0.45 -0.99  -0.0814
C -0.39 0.26 -0.22  -0.0667
H 1.33 -0.78 2.26  0.1852
H 0.47 -2.18 3.04  0.2023
H -0.24 1.26 1.70  0.2241
H 0.52 -0.32 -0.11  0.1896
H -1.86 0.89 1.19  0.2057
H -2.09 0.29 -1.51  0.1738
H -1.63 -1.29 2.43  0.2010
H 2.85 1.71 -1.54  0.4727
H -0.31 1.64 -1.73  0.3575
H -2.15 -0.98 -0.30  0.1724
H -1.10 -2.21 -1.75  0.4723
H 2.87 0.64 -0.52  0.4646
H -0.54 2.29 -0.29  0.3502

Computed properties:
**2S+1**: 1
**E_HOMO**: -9.83 eV
**Gap between HOMO and LUMO**: 10.60 eV
**Lowest unoccupied orbital energy**: 0.764 eV
**SMILES string**: C=CC[C@H](N)CO.O


Record 4
Here is an isolated molecule of C7H9N2OP in a non-equilibrium geometry from the OMol25 dataset. Energies are from ωB97M-V/def2-TZVPD.

Each line ends with the natural charge from an NBO analysis.
Atoms and positions in Å:
P 1.27 -0.62 -0.54  1.8313
O 2.39 -1.66 -0.58  -1.0647
N 1.52 -0.79 2.22  -0.5072
N -0.17 0.56 1.57  -0.4426
C -0.40 -0.94 -1.33  -0.7583
C -0.08 0.56 2.93  -0.1104
C -0.92 0.45 -1.74  -0.4455
C 1.45 1.03 -1.28  -0.5795
C 0.77 -0.23 1.15  -0.0363
C 0.92 -0.24 3.35  -0.0841
C 0.26 1.48 -1.62  -0.1017
H -1.91 0.72 -1.18  0.2382
H 2.41 1.56 -1.15  0.2498
H 1.12 -0.41 4.47  0.2323
H -0.99 -1.33 -0.46  0.2597
H 0.06 2.49 -1.75  0.2082
H -0.75 1.15 3.44  0.2075
H 2.20 -1.44 2.08  0.4310
H -0.24 -1.45 -2.26  0.2501
H -1.30 0.28 -2.81  0.2222

Computed properties:
**2S+1**: 1
**E_HOMO**: -9.16 eV
**Gap between HOMO and LUMO**: 9.99 eV
**Lowest unoccupied orbital energy**: 0.827 eV
**SMILES string**: O=[P@@]1(c2ncc[nH]2)C=CCC1